## P
DFT (wB97M-V/def2-TZVPD) results for a molecular structure, C3H6N4.

Calculated values
E_HOMO (Eh): -0.274
Orbital gap (eV): 8.3

Each line ends with the Löwdin charge.
CARTESIAN COORDINATES (ANGSTROEM)
N 0.07 0.20 -1.40  0.132
C 0.93 0.04 -0.31  -0.542
C -0.66 -0.28 -0.12  -0.381
N 1.81 0.96 0.21  0.142
N -1.79 0.42 0.30  0.073
C -0.08 -1.62 0.09  -0.088
N 1.18 -1.41 -0.12  0.120
H -0.15 1.19 -1.54  0.099
H 2.33 0.61 1.00  0.091
H 1.43 1.89 0.36  0.095
H -1.91 0.45 1.30  0.076
H -2.65 0.12 -0.15  0.080
H -0.52 -2.56 0.39  0.103



## Q
DFT (wB97M-V/def2-TZVPD) results for C3H6N4 in the gas phase.

Calculated values
E_HOMO (Eh): -0.290
Orbital gap (eV): 8.6

Each line ends with the Löwdin charge.
CARTESIAN COORDINATES (ANGSTROEM)
C -2.02 -1.37 0.00  0.123
C 0.30 1.95 -0.10  0.050
C 1.42 -0.89 0.12  -0.140
N -1.71 0.92 0.04  0.013
N -2.29 -0.19 -0.08  -0.093
N 0.10 -0.43 -0.23  -0.084
N -0.30 0.79 -0.07  -0.276
H -1.84 -2.28 -0.56  0.067
H 1.29 1.81 -0.22  0.021
H -0.28 2.70 0.36  0.059
H 2.24 -1.04 -0.64  0.072
H 1.89 -0.05 0.85  0.107
H 1.19 -1.92 0.54  0.081



## R
DFT (wB97M-V/def2-TZVPD) results for a molecular structure, C3H6N4.

Calculated values
E_HOMO (Eh): -0.248
Orbital gap (eV): 7.5

Each line ends with the Löwdin charge.
CARTESIAN COORDINATES (ANGSTROEM)
N 0.06 0.33 -1.30  0.134
C 1.00 0.06 -0.34  -0.511
C -0.74 -0.31 -0.10  -0.370
N 1.91 0.91 0.19  0.186
N -1.95 0.28 0.21  0.049
C -0.09 -1.56 0.12  -0.128
N 1.19 -1.38 -0.17  0.058
H -0.16 1.33 -1.34  0.107
H 2.48 0.51 0.92  0.109
H 1.67 1.88 0.29  0.109
H -2.09 0.56 1.17  0.070
H -2.79 -0.13 -0.19  0.077
H -0.49 -2.48 0.52  0.110



## S
DFT (wB97M-V/def2-TZVPD) results for C3H6N4 in the gas phase.

Calculated values
E_HOMO (Eh): -0.281
Orbital gap (eV): 8.5
SMILES string: [H]/N=C1\CNN=CN1

Each line ends with the Löwdin charge.
CARTESIAN COORDINATES (ANGSTROEM)
H 2.52 0.60 -0.66  0.071
N 2.18 -0.35 -0.37  0.127
C 0.96 -0.16 -0.09  -0.448
C 0.17 1.01 0.37  -0.146
N -1.13 0.94 -0.27  -0.091
N -1.93 -0.10 -0.30  0.000
C -1.27 -1.20 -0.09  -0.243
N 0.03 -1.18 0.09  0.042
H 0.57 2.01 0.19  0.117
H 0.21 1.02 1.54  0.152
H -1.35 1.62 -0.93  0.108
H -1.62 -2.24 0.40  0.170
H 0.64 -1.98 0.13  0.141



S ends up most stable, edging out the next structure by 13.4 kcal/mol.



## P
DFT (wB97M-V/def2-TZVPD) results for C3H6N4 in the gas phase.

Calculated values
E_HOMO (Eh): -0.325
Orbital gap (eV): 9.8
SMILES string: C=N/N=C/NN=C

Each line ends with the Löwdin charge.
CARTESIAN COORDINATES (ANGSTROEM)
C -3.24 0.19 0.15  -0.129
N -2.31 -0.50 -0.09  -0.079
N -1.21 0.30 -0.16  -0.044
C -0.07 -0.20 -0.10  -0.280
N 1.05 0.39 0.16  0.001
N 2.19 -0.43 0.08  -0.045
C 3.36 0.07 -0.04  -0.075
H -3.07 1.22 -0.22  0.074
H -4.32 -0.19 0.42  0.106
H -0.01 -1.39 -0.02  0.169
H 1.28 1.26 -0.16  0.102
H 4.07 -0.76 -0.05  0.052
H 3.76 1.29 0.03  0.148



## Q
DFT (wB97M-V/def2-TZVPD) results for C3H6N4 in the gas phase.

Calculated values
E_HOMO (Eh): -0.310
Orbital gap (eV): 9.0
SMILES string: Cn1cnnc1N

Each line ends with the Löwdin charge.
CARTESIAN COORDINATES (ANGSTROEM)
C -0.87 1.25 0.54  -0.058
N -0.22 0.20 -0.26  -0.060
C -0.49 -0.29 -1.75  -0.096
N 0.37 -1.22 -1.99  -0.057
N 1.04 -1.56 -0.91  0.003
C 0.76 -0.72 0.06  -0.447
N 1.26 -0.73 1.31  0.174
H -1.96 0.95 0.35  0.098
H -0.67 1.30 1.65  0.090
H -0.69 2.22 -0.09  0.112
H -1.12 0.25 -2.53  0.119
H 1.75 -1.48 1.66  0.072
H 0.85 -0.16 1.97  0.049



## R
DFT (wB97M-V/def2-TZVPD) results for a molecular structure, C3H6N4.

Calculated values
E_HOMO (Eh): -0.346
Orbital gap (eV): 9.8

Each line ends with the Löwdin charge.
CARTESIAN COORDINATES (ANGSTROEM)
C -0.79 0.78 2.16  -0.194
C -0.24 -1.20 -0.60  -0.049
C 0.08 -0.79 -1.87  -0.193
H -1.86 0.07 2.75  0.151
H -0.13 0.89 3.18  0.090
H -0.80 1.76 1.30  0.149
H 1.14 -0.40 2.11  0.242
H -0.14 -2.23 0.07  0.163
H -0.10 -1.31 -2.75  0.069
N 0.04 -0.18 1.56  -0.204
N 0.23 -0.09 0.21  -0.280
N 0.36 0.56 -1.91  0.034
N 0.46 0.92 -0.54  0.022



Q ends up most stable, edging out the next structure by 74.3 kcal/mol.



## P
DFT (wB97M-V/def2-TZVPD) results for a molecular structure, C3H6N4.

Calculated values
E_HOMO (Eh): -0.327
Orbital gap (eV): 9.7

Each line ends with the Löwdin charge.
CARTESIAN COORDINATES (ANGSTROEM)
C -0.28 0.40 -0.15  -0.381
C 0.99 1.24 -0.06  -0.027
C 2.01 0.29 -0.05  -0.161
H -2.13 -0.63 1.14  0.124
H -2.25 -1.64 -0.50  0.190
H -1.89 1.37 0.48  0.158
H 0.99 2.40 -0.02  0.110
H 3.11 0.13 -0.08  0.109
H 2.00 -2.00 0.03  0.228
N -2.48 -0.45 0.00  -0.161
N -1.68 0.72 -0.41  -0.113
N 1.48 -0.98 -0.12  -0.071
N 0.11 -0.86 -0.25  -0.006



## Q
DFT (wB97M-V/def2-TZVPD) results for a molecular structure, C3H6N4.

Calculated values
E_HOMO (Eh): -0.295
Orbital gap (eV): 8.9

Each line ends with the Löwdin charge.
CARTESIAN COORDINATES (ANGSTROEM)
C -1.12 -0.03 -0.01  -0.504
C -0.03 -0.89 -0.11  -0.007
C 0.45 1.27 -0.19  -0.143
H -2.85 0.74 -0.03  0.143
H -2.91 -0.93 -0.58  -0.004
H 0.14 -1.99 0.28  0.146
H 2.46 -0.54 1.08  0.143
H 2.81 -0.57 -0.76  0.097
H 1.06 2.30 0.15  0.177
N -2.56 -0.36 0.09  0.074
N 1.06 0.04 -0.11  -0.246
N 2.35 -0.23 0.07  0.052
N -0.84 1.18 0.13  0.072



## R
DFT (wB97M-V/def2-TZVPD) results for C3H6N4 in the gas phase.

Calculated values
E_HOMO (Eh): -0.322
Orbital gap (eV): 9.8
SMILES string: Cn1ncc(N)n1

Each line ends with the Löwdin charge.
CARTESIAN COORDINATES (ANGSTROEM)
C 2.21 -0.48 0.05  -0.029
N 0.93 0.15 -0.21  -0.362
N 0.69 1.34 -0.19  0.088
C -0.66 1.36 -0.07  -0.113
C -1.09 0.05 -0.08  -0.432
N -2.44 -0.50 -0.18  0.043
N -0.03 -0.73 -0.26  0.125
H 2.60 -1.03 -0.95  0.123
H 2.94 0.31 0.21  0.068
H 1.98 -1.34 0.82  0.121
H -1.45 2.18 0.34  0.147
H -2.49 -1.48 0.42  0.156
H -3.18 0.17 0.09  0.067



R ends up most stable, edging out the next structure by 17.4 kcal/mol.



## P
DFT (wB97M-V/def2-TZVPD) results for 2 unconnected molecules or ions with the total composition C4H13NOS2.

Calculated values
E_HOMO (Eh): -0.307
Orbital gap (eV): 8.9
SMILES string: CCSSCCN.O

Each line ends with the Löwdin charge.
CARTESIAN COORDINATES (ANGSTROEM)
C -2.53 -1.47 1.09  -0.167
C -1.23 -1.73 0.32  -0.627
S 0.16 -0.85 0.98  0.492
S 1.36 -0.46 -0.52  0.481
C 1.08 1.28 -0.98  -0.532
C 1.25 2.35 0.10  -0.341
N 2.32 2.01 1.04  -0.042
H -2.48 -0.75 1.90  0.057
H -3.30 -1.21 0.37  0.054
H -2.96 -2.37 1.53  0.063
H -1.05 -2.81 0.22  0.072
H -1.34 -1.42 -0.72  0.027
H 1.89 1.47 -1.70  0.071
H 0.15 1.39 -1.53  0.052
H 1.50 3.36 -0.22  0.100
H 0.35 2.44 0.72  0.101
H 3.07 1.42 0.70  0.051
H 2.13 1.92 2.00  0.049
O -2.74 -0.06 -1.90  -0.040
H -3.14 -0.12 -2.77  0.044
H -2.29 0.78 -1.98  0.035



## Q
DFT (wB97M-V/def2-TZVPD) results for 3 unconnected molecules or ions with the total composition C4H13NOS2.

Calculated values
E_HOMO (Eh): -0.277
Orbital gap (eV): 2.9

Each line ends with the Löwdin charge.
CARTESIAN COORDINATES (ANGSTROEM)
S 2.53 0.26 -1.97  0.272
S -1.88 -0.08 2.60  0.698
C -0.69 -0.68 1.33  -0.545
C -1.22 -0.48 -0.11  -0.468
C -1.88 0.88 -0.25  -0.060
N -0.20 -0.75 -1.05  -0.016
C 0.29 -2.13 -1.03  -0.108
H 3.61 0.19 -2.82  -0.296
H -0.58 -1.76 1.39  0.066
H 0.27 -0.20 1.51  0.069
H -1.96 -1.30 -0.19  0.146
H -1.34 1.79 -0.55  0.096
H -2.21 1.16 0.78  0.002
H -2.79 0.89 -0.84  0.083
H 0.61 -0.13 -1.04  -0.058
H 0.73 -2.29 -2.02  0.074
H -0.54 -2.82 -0.87  0.095
H 1.11 -2.27 -0.31  0.093
H 2.07 2.33 -0.54  -0.058
H 2.09 2.82 0.91  0.028
O 1.54 2.37 0.27  -0.114



P ends up most stable, edging out the next structure by 116.2 kcal/mol.